# 1
The following is a DFT calculation (ωB97M-V/def2-TZVPD) of a molecular structure, C44H46ClF3N4O2SSr.

```
102
Properties=species:S:1:pos:R:3:mulliken_charge:R:1
Sr -0.349 -1.317 -0.762 0.86
C -1.649 -4.642 1.716 -1.49
C -2.388 -3.316 1.537 3.71
C -3.842 -3.540 1.123 -1.94
C -2.292 -2.443 2.773 0.90
C -2.651 -3.008 3.994 -0.69
C -2.558 -2.300 5.178 -1.53
C -2.051 -1.011 5.140 -0.39
C -1.685 -0.408 3.945 0.75
C -1.044 0.967 4.006 1.30
C -2.012 2.025 4.537 -1.81
C 0.237 0.938 4.845 -1.47
C -1.861 -1.104 2.725 -1.04
N -1.509 -0.490 1.510 1.36
C -2.152 0.648 1.238 -0.87
O -3.174 1.116 1.762 -0.80
C -1.461 1.531 0.198 0.63
C -2.028 2.717 -0.247 -0.60
C -1.266 3.536 -1.070 -0.73
C 0.024 3.164 -1.422 -0.61
C 0.492 1.934 -0.982 -0.45
N -0.242 1.165 -0.185 0.48
C 1.883 1.389 -1.283 -1.00
O 2.816 2.207 -1.346 -0.81
N 1.895 0.067 -1.376 2.09
C 3.125 -0.611 -1.253 -1.07
C 3.879 -1.021 -2.365 0.64
C 4.967 -1.867 -2.164 -1.25
C 5.346 -2.286 -0.900 -1.41
C 4.615 -1.855 0.195 -0.40
C 3.507 -1.033 0.037 0.80
C 2.687 -0.655 1.258 2.26
C 3.520 0.116 2.282 -1.69
C 2.039 -1.888 1.898 -0.76
C 3.521 -0.680 -3.803 0.58
C 2.332 -1.521 -4.274 -0.89
C 3.280 0.800 -4.104 -1.54
H -1.647 -5.207 0.785 0.26
H -2.119 -5.261 2.484 0.31
H -0.609 -4.479 2.006 0.35
H -1.913 -2.794 0.705 -1.72
H -4.382 -4.070 1.913 0.37
H -3.894 -4.134 0.208 0.45
H -4.343 -2.588 0.940 0.41
H -3.010 -4.030 4.012 0.33
H -2.852 -2.753 6.118 0.34
H -1.929 -0.460 6.068 0.22
H -0.751 1.247 2.995 -0.30
H -2.285 1.807 5.574 0.31
H -2.915 2.045 3.928 0.41
H -1.548 3.015 4.514 0.44
H 0.020 0.718 5.894 0.31
H 0.743 1.907 4.804 0.44
H 0.928 0.175 4.482 0.27
H -3.027 2.973 0.076 0.55
H -1.676 4.474 -1.428 0.38
H 0.664 3.790 -2.028 0.56
H 5.530 -2.201 -3.030 0.31
H 6.195 -2.947 -0.772 0.35
H 4.892 -2.186 1.190 0.29
H 1.885 0.010 0.931 -0.28
H 4.322 -0.506 2.691 0.34
H 2.893 0.444 3.114 0.26
H 3.972 0.997 1.824 0.44
H 2.797 -2.536 2.349 0.50
H 1.517 -2.505 1.157 -0.33
H 1.324 -1.600 2.672 0.06
H 4.398 -0.973 -4.392 0.48
H 1.444 -1.261 -3.694 -0.24
H 2.514 -2.588 -4.136 0.28
H 2.115 -1.330 -5.329 0.53
H 2.301 1.116 -3.752 0.09
H 3.318 0.958 -5.186 0.52
H 4.014 1.440 -3.618 0.36
F -4.935 -2.005 -4.588 -0.23
C -4.857 -0.690 -4.314 0.52
F -5.642 -0.455 -3.252 -0.23
F -5.472 -0.067 -5.363 -0.34
C -3.449 -0.198 -4.143 -0.06
C -2.961 0.745 -5.022 -0.20
C -1.665 1.226 -4.886 -1.25
C -0.920 0.724 -3.835 -0.22
N -1.368 -0.182 -2.978 0.56
C -2.624 -0.690 -3.092 -0.04
S -3.103 -1.878 -1.954 -0.55
H -3.595 1.108 -5.821 0.47
H -1.253 1.962 -5.561 0.48
H 0.095 1.066 -3.659 0.22
Cl -0.312 -9.111 0.521 -0.32
C 0.086 -7.504 -0.081 0.44
C -0.664 -6.937 -1.101 -0.75
C -0.353 -5.677 -1.570 -0.29
C 0.728 -4.912 -1.050 0.50
C 1.027 -3.602 -1.506 -2.07
C 1.473 -5.549 -0.019 -0.15
C 1.157 -6.805 0.458 -0.79
H -1.501 -7.484 -1.521 0.34
H -0.963 -5.241 -2.355 0.31
H 2.045 -3.249 -1.339 0.38
H 0.646 -3.362 -2.502 0.79
H 2.318 -5.018 0.409 0.32
H 1.744 -7.252 1.251 0.36
```

Summary:
Energy above the lowest of the compared OMol25 structures with the same formula, charge and spin (eV): 0.140
Electronic energy (eV): -88783.824
Total charge: -2
Gap between HOMO and LUMO (eV): 5.65
HOMO (eV): -1.4

---

# 2
The following is a DFT calculation (ωB97M-V/def2-TZVPD) of 8 unconnected molecules or ions with the total composition C44H46F3IN11O2.

```
107
Properties=species:S:1:pos:R:3:mulliken_charge:R:1
N 5.141 0.351 2.130 -0.64
C 5.205 0.179 0.877 -0.50
C 6.574 -0.076 0.301 -0.75
N 6.676 -1.074 -0.796 0.03
C 7.939 -1.594 -1.013 0.25
N 9.032 -1.171 -0.429 -0.11
C 10.349 -1.785 -0.598 -0.88
C 10.376 -3.154 0.091 0.35
O 9.667 -3.438 1.000 -0.42
I 11.800 -4.516 -0.728 0.11
N 7.787 -2.623 -1.860 0.16
F 8.843 -3.244 -2.444 -0.19
C 6.509 -3.301 -1.690 -0.62
C 5.771 -2.234 -0.818 1.47
F 5.757 -2.775 0.463 -0.41
C 4.336 -1.988 -1.313 -1.46
C 3.352 -2.437 -0.253 0.51
O 2.845 -1.755 0.568 -0.43
F 3.112 -3.752 -0.321 -0.25
H 4.189 0.564 2.428 0.32
H 4.324 0.235 0.244 0.57
H 6.942 0.873 -0.106 0.49
H 7.202 -0.337 1.157 0.53
H 8.977 -0.387 0.202 0.28
H 11.092 -1.160 -0.102 0.41
H 10.628 -1.909 -1.640 0.46
H 6.103 -3.494 -2.681 0.44
H 6.609 -4.239 -1.143 0.32
H 4.130 -0.933 -1.474 0.51
H 4.103 -2.535 -2.224 0.38
N 0.038 0.076 3.178 -0.56
C 0.321 -0.584 2.054 -0.57
C -0.629 -0.913 1.100 -0.51
C -1.947 -0.548 1.318 -0.09
C -2.258 0.135 2.484 -0.64
C -1.233 0.420 3.376 -0.52
H 1.356 -0.859 1.903 0.91
H -0.342 -1.447 0.203 0.44
H -2.710 -0.792 0.588 0.60
H -3.272 0.444 2.699 0.45
H -1.435 0.959 4.295 0.55
N -0.561 5.196 3.427 -0.52
C -0.678 3.978 2.904 -0.20
C -0.863 3.736 1.550 -0.03
C -0.935 4.822 0.691 -0.64
C -0.816 6.097 1.220 -0.29
C -0.629 6.227 2.588 -0.21
H -0.620 3.154 3.605 0.40
H -0.951 2.721 1.186 0.37
H -1.082 4.677 -0.371 0.41
H -0.868 6.974 0.590 0.39
H -0.529 7.207 3.040 0.30
N -2.127 11.120 2.991 -0.57
C -3.362 11.409 3.392 -0.18
C -4.060 10.663 4.331 -0.30
C -3.442 9.553 4.882 -0.36
C -2.156 9.238 4.475 -0.25
C -1.546 10.052 3.532 -0.20
H -3.813 12.284 2.936 0.35
H -5.062 10.948 4.619 0.35
H -3.953 8.944 5.616 0.37
H -1.636 8.380 4.880 0.42
H -0.537 9.842 3.191 0.39
N -3.803 -1.701 -1.299 -0.18
C -3.926 -0.721 -2.192 -0.28
C -3.847 -0.911 -3.563 -0.87
C -3.623 -2.195 -4.033 -0.35
C -3.489 -3.226 -3.116 -0.35
C -3.587 -2.934 -1.762 -0.37
H -4.096 0.269 -1.782 0.65
H -3.963 -0.076 -4.240 0.42
H -3.557 -2.388 -5.096 0.42
H -3.320 -4.244 -3.442 0.60
H -3.491 -3.715 -1.013 0.41
N 2.023 -2.610 -3.490 -0.15
C 2.081 -2.395 -4.805 -0.15
C 1.143 -2.874 -5.704 -0.75
C 0.084 -3.620 -5.215 -0.10
C 0.002 -3.848 -3.851 -0.80
C 0.991 -3.324 -3.034 -0.07
H 2.925 -1.808 -5.153 0.37
H 1.244 -2.667 -6.760 0.37
H -0.668 -4.015 -5.886 0.44
H -0.810 -4.421 -3.428 0.37
H 0.957 -3.483 -1.961 0.46
N -3.437 -5.506 0.496 -0.34
C -4.225 -5.538 1.569 -0.08
C -4.552 -6.704 2.245 -0.63
C -4.035 -7.902 1.781 -0.15
C -3.213 -7.885 0.666 -0.63
C -2.946 -6.666 0.064 -0.08
H -4.611 -4.580 1.899 0.39
H -5.197 -6.669 3.112 0.35
H -4.268 -8.833 2.280 0.38
H -2.788 -8.796 0.268 0.36
H -2.306 -6.612 -0.811 0.35
N -8.759 2.161 -1.522 -0.56
C -8.211 3.171 -0.852 -0.19
C -6.975 3.098 -0.226 -0.50
C -6.271 1.907 -0.299 -0.16
C -6.829 0.845 -0.993 -0.23
C -8.071 1.024 -1.584 -0.40
H -8.794 4.085 -0.816 0.35
H -6.578 3.953 0.305 0.37
H -5.303 1.808 0.179 0.51
H -6.319 -0.104 -1.069 0.46
H -8.540 0.218 -2.137 0.37
```

Summary:
Electronic energy (eV): -83103.060
Total charge: +1
Gap between HOMO and LUMO (eV): 7.46
HOMO (eV): -10.6

---

# 3
The following is a DFT calculation (ωB97M-V/def2-TZVPD) of a molecular structure, C44H47AsCl2N4O12PRbS.

```
113
Properties=species:S:1:pos:R:3:mulliken_charge:R:1
Rb 14.665 -1.823 15.337 0.72
O 15.290 -4.327 11.884 -0.82
C 15.047 -4.389 13.095 -0.18
O 13.982 -4.075 13.685 -0.74
C 16.108 -5.041 13.957 0.60
C 15.839 -5.122 15.479 -0.10
C 16.416 -6.402 16.092 -0.96
C 17.902 -6.231 15.792 -1.00
C 17.946 -4.722 15.397 -0.09
O 16.800 -4.195 16.041 -0.18
C 17.546 -4.529 13.914 -0.20
C 17.792 -2.992 13.637 -0.35
O 18.920 -2.667 13.173 -0.83
O 16.909 -2.179 14.015 0.05
H 16.191 -6.048 13.540 0.34
H 14.778 -4.911 15.671 0.43
H 16.184 -6.392 17.138 0.44
H 16.037 -7.317 15.629 0.36
H 18.539 -6.471 16.646 0.29
H 18.242 -6.906 15.005 0.35
H 18.837 -4.176 15.754 0.57
H 18.191 -5.112 13.218 0.39
O 20.235 -7.555 24.196 -0.10
C 21.153 -7.673 24.838 0.10
Cl 11.328 -3.036 10.862 -0.21
C 12.958 -2.535 11.191 0.34
Cl 13.110 -0.781 10.731 -0.25
H 13.627 -3.166 10.679 0.34
H 13.126 -2.563 12.272 -0.26
O 9.833 1.999 16.093 -0.56
S 10.093 3.478 16.122 0.15
N 10.536 4.067 17.358 -0.59
C 19.822 6.611 16.252 -1.49
C 19.947 5.364 17.102 0.88
C 20.793 4.303 16.696 -0.48
C 20.926 3.162 17.460 0.23
C 20.319 3.071 18.718 -0.39
N 20.601 2.000 19.625 -0.12
C 19.995 0.747 19.689 0.25
O 20.089 0.056 20.698 -0.75
N 19.320 0.377 18.568 0.33
C 18.218 -0.530 18.624 0.43
C 18.292 -1.696 19.328 -0.30
C 17.181 -2.545 19.294 -0.83
C 16.131 -2.173 18.479 -0.35
N 16.093 -1.069 17.797 -0.23
C 17.077 -0.224 17.906 -0.99
C 19.459 4.069 19.156 -0.20
C 19.189 5.177 18.312 -0.91
H 20.410 7.475 16.663 0.32
H 18.770 6.990 16.191 0.34
H 20.117 6.424 15.243 0.37
H 21.328 4.386 15.745 0.25
H 21.553 2.342 17.090 0.29
H 21.104 2.184 20.475 0.26
H 19.232 1.075 17.842 -0.14
H 19.133 -1.831 19.979 0.50
H 17.230 -3.433 19.936 0.37
H 15.270 -2.818 18.382 0.54
H 17.011 0.652 17.337 0.77
H 18.929 3.943 20.080 0.47
H 18.525 5.936 18.660 0.39
O 12.847 -2.879 17.329 0.32
As 11.271 -2.752 17.729 0.33
C 10.549 -4.355 18.476 0.55
C 9.254 -4.339 18.974 -0.15
C 8.718 -5.441 19.622 -1.00
C 9.534 -6.559 19.725 -0.37
C 10.817 -6.593 19.238 -0.66
C 11.363 -5.482 18.601 -0.75
C 10.883 -1.288 18.941 0.53
C 11.002 -0.064 18.345 -0.54
C 10.598 1.056 19.071 -0.68
C 10.265 0.923 20.402 -0.48
C 10.286 -0.305 21.057 -0.70
C 10.555 -1.448 20.274 -0.17
C 10.093 -2.458 16.168 0.56
C 10.693 -1.937 15.031 0.19
C 9.925 -1.686 13.885 -0.64
C 8.567 -1.889 13.889 -0.90
C 7.977 -2.400 15.049 -0.56
C 8.735 -2.707 16.167 -0.21
H 8.625 -3.450 18.851 0.42
H 7.689 -5.434 20.025 0.36
H 9.183 -7.431 20.290 0.30
H 11.403 -7.469 19.342 0.46
H 12.371 -5.449 18.225 0.50
H 11.164 0.080 17.321 0.59
H 10.635 2.020 18.596 0.43
H 10.022 1.731 21.087 0.36
H 9.907 -0.339 22.063 0.36
H 10.643 -2.452 20.772 0.28
H 11.768 -1.788 14.984 -0.07
H 10.421 -1.312 13.031 0.64
H 7.983 -1.778 12.975 0.36
H 6.926 -2.641 15.074 0.40
H 8.344 -3.173 17.088 -0.01
C 17.076 3.656 15.132 -0.75
O 18.171 2.885 14.749 -0.33
P 17.974 1.287 14.516 0.88
O 19.358 0.887 15.306 -0.39
C 19.748 -0.542 15.293 -0.13
O 18.525 1.316 12.971 -0.48
C 18.126 0.434 11.928 -0.55
H 17.148 4.586 14.521 0.24
H 17.159 4.012 16.172 0.20
H 16.069 3.292 14.989 0.38
H 18.914 -1.177 14.885 -0.28
H 19.971 -0.766 16.349 0.17
H 20.633 -0.703 14.728 0.40
H 18.758 -0.448 11.939 0.24
H 18.319 0.955 10.996 0.27
H 17.084 0.152 12.112 0.26
```

Summary:
Energy above the lowest of the compared OMol25 structures with the same formula, charge and spin (eV): 0.805
Electronic energy (eV): -183586.466
Total charge: -2
Gap between HOMO and LUMO (eV): 6.09
HOMO (eV): -2.8

---

# 4
The following is a DFT calculation (ωB97M-V/def2-TZVPD) of a molecular structure, C44H47AsN3S2Sb2V.

```
100
Properties=species:S:1:pos:R:3:mulliken_charge:R:1
V 0.948 0.565 0.292 0.23
C 2.816 -4.489 0.339 -0.64
S 2.788 -3.496 1.846 -0.04
C 2.340 -1.898 1.335 0.52
S 2.092 -1.491 -0.328 -0.39
N 2.250 -1.087 2.371 -1.54
N 1.823 0.158 2.005 1.15
C 1.986 1.136 2.821 -0.87
C 1.363 2.423 2.473 0.80
C 1.447 3.520 3.316 -0.84
C 0.768 4.680 2.975 -0.60
C 0.026 4.707 1.807 -0.88
C 0.000 3.576 1.007 -0.54
N 0.650 2.454 1.321 0.87
H 3.714 -5.100 0.373 0.43
H 2.841 -3.855 -0.542 0.19
H 1.938 -5.127 0.303 0.22
H 2.512 0.982 3.758 0.40
H 2.029 3.451 4.223 0.57
H 0.812 5.547 3.620 0.47
H -0.529 5.583 1.509 0.53
H -0.553 3.571 0.075 0.37
C -1.256 -1.409 0.400 1.94
C -2.034 -0.935 1.621 -0.11
C -2.329 0.564 1.643 -0.54
Sb -3.488 1.681 0.184 0.87
C -5.164 0.374 -0.006 0.11
C -5.478 -0.517 1.016 -0.18
C -6.614 -1.310 0.945 -0.62
C -7.456 -1.223 -0.151 -0.45
C -7.178 -0.310 -1.157 -0.84
C -6.051 0.494 -1.074 -0.41
C -2.388 1.326 -1.655 -0.37
C -3.096 1.214 -2.852 0.03
C -2.458 1.212 -4.086 -0.96
C -1.083 1.355 -4.170 -0.47
C -0.349 1.488 -3.001 -1.13
C -1.007 1.474 -1.778 2.31
Sb -2.506 -2.132 -1.241 1.09
C -0.839 -3.020 -2.241 -0.07
C 0.052 -2.177 -2.904 -0.19
C 1.148 -2.690 -3.579 -0.37
C 1.359 -4.062 -3.611 -0.63
C 0.466 -4.912 -2.975 -0.66
C -0.629 -4.394 -2.296 -0.40
C -3.061 -3.821 -0.061 0.17
C -4.392 -4.225 -0.087 -0.79
C -4.818 -5.320 0.654 -0.66
C -3.913 -6.020 1.433 -0.47
C -2.582 -5.629 1.468 -0.70
C -2.160 -4.540 0.724 -0.04
H -0.603 -2.249 0.641 0.16
H -0.573 -0.663 -0.008 -2.16
H -1.459 -1.163 2.527 0.41
H -2.946 -1.524 1.708 0.21
H -1.380 1.114 1.688 -0.62
H -2.837 0.832 2.575 0.64
H -4.857 -0.586 1.895 0.35
H -6.837 -1.998 1.749 0.45
H -8.337 -1.846 -0.213 0.43
H -7.850 -0.207 -1.997 0.42
H -5.897 1.238 -1.844 0.51
H -4.171 1.106 -2.837 -0.07
H -3.044 1.099 -4.987 0.43
H -0.588 1.362 -5.130 0.42
H 0.728 1.600 -3.045 0.40
H -0.384 1.564 -0.886 -0.85
H -0.109 -1.096 -2.902 0.34
H 1.833 -2.024 -4.085 0.46
H 2.210 -4.468 -4.139 0.39
H 0.617 -5.981 -3.011 0.45
H -1.315 -5.073 -1.806 0.45
H -5.110 -3.680 -0.686 0.40
H -5.855 -5.625 0.621 0.42
H -4.241 -6.875 2.008 0.40
H -1.873 -6.176 2.075 0.43
H -1.113 -4.259 0.753 0.36
C 2.632 3.758 -1.121 0.01
As 4.254 2.981 -1.918 0.17
C 4.260 1.414 -0.744 -0.55
C 5.567 4.132 -0.976 -1.58
C 5.648 3.940 0.501 0.52
C 4.898 4.729 1.370 -0.11
C 4.964 4.535 2.742 -0.65
C 5.765 3.536 3.271 -0.59
C 6.518 2.743 2.414 -0.71
C 6.464 2.950 1.047 -0.12
H 2.438 4.747 -1.532 0.53
H 2.727 3.828 -0.035 -0.24
H 1.776 3.125 -1.373 -0.40
H 5.176 0.834 -0.843 0.54
H 3.444 0.762 -1.064 -0.14
H 4.134 1.697 0.304 0.06
H 5.281 5.156 -1.226 0.48
H 6.527 3.936 -1.458 0.53
H 4.294 5.534 0.969 0.39
H 4.409 5.189 3.402 0.49
H 5.825 3.390 4.340 0.45
H 7.166 1.975 2.816 0.43
H 7.068 2.338 0.388 0.42
```

Summary:
Multiplicity: 4
Energy above the lowest of the compared OMol25 structures with the same formula, charge and spin (eV): 3.304
Electronic energy (eV): -172124.953
Total charge: +1
Gap between HOMO and LUMO (alpha / beta) (eV): 6.67 / 6.56
HOMO (alpha / beta) (eV): -10.5 / -10.5